{
  "formula": "C21H31AsCoIN6O4S3",
  "method": "ωB97M-V/def2-TZVPD",
  "species": ["Co", "N", "C", "C", "C", "C", "N", "C", "N", "N", "C", "O", "O", "H", "H", "H", "H", "H", "H", "H", "H", "H", "H", "H", "H", "H", "H", "O", "S", "O", "N", "C", "S", "C", "C", "C", "C", "C", "C", "H", "H", "H", "H", "C", "As", "C", "C", "S", "H", "H", "H", "H", "H", "H", "H", "H", "H", "I", "C", "C", "C", "C", "C", "N", "H", "H", "H", "H"],
  "xyz": [[0.75637, -0.12206, 0.52350], [-0.41011, -1.60133, -0.56230], [-1.34734, -2.23902, 0.36747], [-2.62504, -2.79692, -0.26581], [-2.51805, -3.77182, -1.45695], [-2.10616, -5.21661, -1.15110], [-0.69529, -5.39174, -0.82607], [0.27496, -5.57555, -1.70888], [0.02421, -5.59064, -3.02176], [1.53317, -5.69920, -1.27792], [-1.73352, -1.18613, 1.45743], [-2.79443, -1.27587, 2.02524], [-0.83954, -0.27259, 1.63264], [-0.92819, -1.11227, -1.28794], [0.20122, -2.28078, -1.00376], [-0.80255, -2.98784, 0.93118], [-3.21554, -1.94436, -0.61120], [-3.19870, -3.25999, 0.53721], [-1.85300, -3.37188, -2.22968], [-3.51401, -3.82565, -1.89951], [-2.33208, -5.84488, -2.01472], [-2.68803, -5.59843, -0.31366], [-0.41211, -5.29374, 0.13951], [-0.92126, -5.60876, -3.36298], [0.74481, -5.84357, -3.67612], [1.70305, -5.63908, -0.28392], [2.28886, -5.91999, -1.90190], [0.80753, -4.05943, 2.21647], [1.54877, -2.94761, 2.79387], [1.10190, -2.42388, 4.03355], [1.66364, -1.75931, 1.61751], [2.81022, -1.85890, 0.98158], [2.96450, -0.96569, -0.43193], [3.79782, -2.75890, 1.58644], [5.12045, -2.96067, 1.22692], [5.87398, -3.84470, 1.99087], [5.31018, -4.53104, 3.06110], [3.98028, -4.33070, 3.42573], [3.26177, -3.41776, 2.68850], [5.54884, -2.42890, 0.38723], [6.91629, -3.99837, 1.74691], [5.91789, -5.22768, 3.62211], [3.53044, -4.85486, 4.25852], [-2.76818, 3.60010, -0.57786], [-1.32094, 2.90067, 0.49336], [-0.07895, 4.36459, 0.75316], [-2.05355, 2.41024, 2.22061], [-0.39357, 1.44222, -0.79688], [-3.15312, 4.51489, -0.12955], [-3.56461, 2.86070, -0.63931], [-2.40151, 3.81169, -1.58082], [-0.61915, 5.24652, 1.09483], [0.40693, 4.57381, -0.19738], [0.66907, 4.07884, 1.49110], [-1.47550, 2.91232, 2.99453], [-2.02093, 1.33460, 2.37174], [-3.08565, 2.75603, 2.24408], [3.10817, 2.53922, -0.72451], [2.74039, 2.13944, 1.30767], [3.49609, 2.84402, 2.23249], [3.24073, 2.66780, 3.58289], [2.23031, 1.79930, 3.96783], [1.53514, 1.12116, 2.99019], [1.77712, 1.28542, 1.67649], [4.27243, 3.51258, 1.89183], [3.82009, 3.21374, 4.31527], [1.98655, 1.63513, 5.00731], [0.75114, 0.41612, 3.24083]],
  "e_homo_ev": -13.83,
  "e_above_lowest_ev": 0.610,
  "charge": 2,
  "homo_lumo_gap_ha": 0.273,
  "multiplicity": 1
}

=====

{
  "formula": "C21H31CdClN4O3S",
  "method": "ωB97M-V/def2-TZVPD",
  "species": ["Cd", "C", "C", "N", "C", "C", "S", "C", "C", "N", "H", "H", "H", "H", "H", "H", "H", "H", "H", "H", "H", "H", "H", "H", "N", "N", "H", "H", "H", "H", "C", "C", "C", "C", "C", "C", "H", "H", "H", "H", "H", "C", "C", "C", "C", "Cl", "C", "C", "C", "O", "C", "C", "O", "O", "H", "H", "H", "H", "H", "H", "H", "H"],
  "xyz": [[0.42151, 0.44802, -0.18351], [-2.65696, -1.63495, 0.42305], [-1.63835, -1.83967, 1.55720], [-0.26396, -1.79868, 1.06867], [0.23938, -3.02987, 0.48243], [-0.27743, -3.36775, -0.92267], [-0.22232, -2.03678, -2.19230], [-1.98028, -1.73524, -2.58029], [-2.59383, -0.56987, -1.80406], [-2.17904, -0.55614, -0.41970], [-2.76328, -2.54027, -0.17278], [-3.63993, -1.42111, 0.86963], [-1.74792, -1.00114, 2.24728], [-1.85281, -2.78355, 2.08781], [0.34391, -1.54390, 1.84508], [1.32744, -2.93796, 0.44620], [-0.01271, -3.90177, 1.11445], [0.34127, -4.17184, -1.32448], [-1.30228, -3.72170, -0.88979], [-2.00455, -1.50848, -3.64613], [-2.52226, -2.66426, -2.41778], [-2.24227, 0.36786, -2.24497], [-3.69337, -0.61674, -1.91476], [-2.45678, 0.31919, 0.00193], [2.37595, 0.13190, 2.48655], [1.65215, 1.28679, 2.04597], [2.87945, 0.31183, 3.35911], [3.06923, -0.08142, 1.76965], [2.17936, 2.15052, 2.18356], [0.77561, 1.35559, 2.56414], [5.17910, -0.45240, -1.38717], [4.79281, 0.83559, -1.06298], [3.46071, 1.13125, -0.80300], [2.46204, 0.15867, -0.88331], [2.88315, -1.12356, -1.22963], [4.21067, -1.43400, -1.47625], [6.21817, -0.68823, -1.56764], [5.54242, 1.61273, -0.99405], [3.21045, 2.15287, -0.53919], [2.16239, -1.92096, -1.33410], [4.48393, -2.45141, -1.71938], [-4.96634, 0.91936, 4.33870], [-4.10582, 2.12002, 4.57910], [-3.93741, 2.63009, 5.85170], [-3.11782, 3.72728, 6.06539], [-2.91047, 4.33034, 7.67589], [-2.46006, 4.32655, 5.01025], [-2.62805, 3.82923, 3.72795], [-3.45477, 2.73673, 3.49474], [-3.74736, 2.22275, 2.27271], [-3.06325, 2.68495, 1.13173], [-1.65013, 2.04906, 0.96248], [-1.11911, 2.24581, -0.15358], [-1.19745, 1.36649, 1.88687], [-5.39544, 0.56378, 5.27198], [-4.37276, 0.12472, 3.88843], [-5.76686, 1.16143, 3.64194], [-4.44710, 2.16893, 6.68398], [-1.82395, 5.18115, 5.17848], [-2.09716, 4.30674, 2.92012], [-2.98721, 3.77670, 1.09179], [-3.68021, 2.37292, 0.28396]],
  "e_homo_ev": -8.11,
  "charge": 0,
  "homo_lumo_gap_ha": 0.319,
  "multiplicity": 1
}

=====

{
  "formula": "C21H31Cl12F5NO3P2SSi",
  "method": "ωB97M-V/def2-TZVPD",
  "species": ["C", "C", "P", "C", "C", "P", "O", "C", "N", "C", "F", "F", "C", "C", "Si", "C", "C", "C", "C", "C", "C", "C", "C", "S", "O", "O", "C", "F", "F", "F", "H", "H", "H", "H", "H", "H", "H", "H", "H", "H", "H", "H", "H", "H", "H", "H", "H", "H", "H", "H", "H", "H", "H", "H", "H", "H", "H", "C", "Cl", "Cl", "Cl", "H", "C", "Cl", "Cl", "Cl", "H", "C", "Cl", "Cl", "Cl", "H", "C", "Cl", "Cl", "Cl", "H"],
  "xyz": [[2.42716, 3.33434, 1.62446], [3.49237, 2.49867, 0.78847], [3.25261, 0.63774, 0.78272], [2.64489, -0.03510, 2.42747], [1.07540, -0.06486, 2.63358], [2.05241, -0.08875, -0.91913], [2.49911, 1.28516, -1.96940], [1.55041, 2.22425, -1.95716], [0.73096, 2.97241, -1.63767], [0.91885, -0.81208, -2.28389], [0.98637, -2.22999, -2.31923], [1.25602, -0.37834, -3.59794], [-0.60877, -0.42999, -2.11726], [-1.46241, -1.50635, -1.34177], [-3.13145, -0.67546, -0.83297], [-2.63984, 0.65665, 0.46608], [-3.95009, 0.06525, -2.38244], [-4.15571, -2.10323, -0.03965], [-4.43307, -2.03973, 1.40176], [-5.17865, -3.17037, 1.97872], [-5.61879, -4.31822, 1.18049], [-5.32734, -4.30353, -0.26597], [-4.59037, -3.20944, -0.89860], [3.79517, -1.31228, -1.60833], [4.99817, -0.72560, -0.97670], [4.03433, -1.27969, -3.06495], [3.76671, -3.10373, -1.03881], [5.06948, -3.41794, -0.65166], [2.98942, -3.35272, 0.05335], [3.48522, -3.95147, -2.07142], [1.72064, 3.80865, 0.89549], [1.92307, 2.73101, 2.41678], [2.97962, 4.18143, 2.12549], [3.57217, 2.95601, -0.23226], [4.49556, 2.68432, 1.27611], [3.10840, 0.61021, 3.22914], [3.13090, -1.04502, 2.55167], [0.85922, -0.83312, 3.43490], [0.50898, -0.35616, 1.71652], [0.72569, 0.91517, 3.05352], [1.55014, -1.13798, -0.04416], [0.95814, 0.72610, -0.42903], [-0.76658, 0.58476, -1.67934], [-1.02429, -0.38681, -3.16755], [-0.99035, -1.83755, -0.37486], [-1.75211, -2.39527, -1.97163], [-3.50498, 1.02958, 1.06688], [-2.12703, 1.48453, -0.10737], [-1.83484, 0.18157, 1.09366], [-3.34721, 0.97891, -2.66968], [-5.02289, 0.35660, -2.26019], [-3.80960, -0.65613, -3.23888], [-4.10731, -1.20736, 2.05964], [-5.37870, -3.14280, 3.08077], [-6.15499, -5.18401, 1.63359], [-5.63942, -5.16562, -0.90433], [-4.37223, -3.26259, -1.99149], [-1.56720, 3.59656, 3.91270], [-1.25478, 2.12561, 4.84369], [-1.23521, 3.33210, 2.20016], [-3.23707, 4.13589, 4.14880], [-0.90287, 4.37573, 4.27307], [7.50307, -3.63031, -2.87319], [6.61431, -2.72251, -4.09396], [7.56988, -5.34907, -3.29604], [9.13658, -2.97748, -2.67349], [6.97904, -3.53211, -1.92793], [4.00358, 1.73697, -5.10589], [5.02809, 1.90036, -6.54230], [4.87755, 2.22996, -3.65805], [2.52018, 2.68287, -5.29079], [3.73029, 0.69019, -4.99687], [-7.10430, 4.61162, 5.84042], [-6.07170, 4.82169, 4.42292], [-6.25823, 5.11866, 7.30700], [-8.61447, 5.51174, 5.65105], [-7.34530, 3.55746, 5.93315]],
  "e_homo_ev": -4.01,
  "charge": -1,
  "homo_lumo_gap_ha": 0.208,
  "multiplicity": 1
}